(1)
Molecular formula: C21H23FNO7S2
Method: DFT, ωB97M-V/def2-TZVPD

Properties
Multiplicity   1
Total charge   -1
DFT total energy   -62357.748 eV

```
55
Properties=species:S:1:pos:R:3:mulliken_charge:R:1
C -4.49644 -1.39937 2.71305 -1.360
C -3.62014 -0.17194 2.67674 -0.126
O -3.08396 0.02118 1.35928 -0.230
C -2.25675 1.10749 1.32063 -0.064
C -1.87708 1.37825 -0.07687 0.624
C -1.29076 2.66089 -0.37283 0.551
O -0.92331 3.47756 0.47180 -0.781
C -1.09767 3.02228 -1.88290 0.470
C -1.99129 2.26473 -2.84478 -0.732
C -2.04777 0.77172 -2.52967 -0.773
C -2.54402 0.55324 -1.09524 -0.457
O -1.93588 1.70020 2.33269 -0.731
H -4.79389 -1.56792 3.75214 0.388
H -5.41121 -1.24957 2.12798 0.379
H -3.97829 -2.29975 2.36160 0.282
H -4.20172 0.72037 2.96052 0.332
H -2.78221 -0.27258 3.38059 0.214
H -1.26936 4.10268 -1.99420 0.287
H -0.02826 2.85110 -2.10152 -0.929
H -3.00611 2.68237 -2.78622 0.323
H -1.64175 2.42724 -3.87040 0.355
H -2.74939 0.27874 -3.21390 0.327
H -1.06466 0.29440 -2.64158 0.295
H -2.44612 -0.50289 -0.79848 0.170
H -3.63024 0.78188 -1.11092 0.214
C 2.62566 1.30793 -4.49558 -0.508
C 3.53366 0.28154 -4.18190 -0.556
C 3.87274 0.05162 -2.84995 -0.368
C 3.25013 0.82015 -1.86353 0.389
S 3.80443 0.61395 -0.19402 1.198
N 2.50085 -0.52519 0.37070 -0.150
F 1.18856 0.30676 0.42295 -0.117
S 2.91263 -0.99569 2.08978 1.234
C 1.60897 -2.16182 2.37709 0.396
C 0.41695 -1.70626 2.93982 -0.364
C -0.55276 -2.64591 3.28594 -0.449
C -0.29280 -4.01472 3.09301 -0.503
C 0.93815 -4.45465 2.57524 -0.526
C 1.91404 -3.51886 2.24052 -0.440
O 4.10992 -1.79764 2.03796 -0.649
O 2.80061 0.10616 2.99777 -0.581
O 5.02340 -0.14342 -0.28559 -0.644
O 3.75810 1.86758 0.49717 -0.584
C 2.40067 1.88819 -2.15702 -0.371
C 2.06825 2.12009 -3.49202 -0.497
H 2.36849 1.50154 -5.53597 0.375
H 4.00339 -0.32371 -4.96668 0.343
H 4.63881 -0.66818 -2.57106 0.454
H 0.28245 -0.64522 3.13764 0.432
H -1.49241 -2.30226 3.73618 0.370
H -1.04769 -4.74690 3.37690 0.365
H 1.15734 -5.52301 2.45552 0.343
H 2.90951 -3.82256 1.92505 0.455
H 2.06207 2.54242 -1.35451 0.491
H 1.40415 2.95574 -3.74892 0.438
```

(2)
Molecular formula: C21H23N3O3
Method: DFT, ωB97M-V/def2-TZVPD

Properties
Multiplicity   1
SMILES   COc1ccc(C2=NN(C(C)C)C(=O)[C@@H]3CC=CC[C@H]23)cc1C#CC(N)=O
Relative energy (zero: lowest compared OMol25 entry of this formula, charge and spin)   5.346 eV
DFT total energy   -32760.505 eV

```
50
Properties=species:S:1:pos:R:3:mulliken_charge:R:1
O -6.04176 3.61479 -0.01026 -0.586
O 2.62029 -2.94343 2.75980 -0.667
C -3.80715 3.56782 -0.52385 0.175
C -2.78734 3.00421 -0.88984 -0.472
N 2.07113 -0.53914 0.18931 -0.556
O -1.44192 3.45859 -3.41574 -0.530
C -4.98274 4.21304 -0.00928 0.196
C 2.07261 -2.06405 2.13165 0.148
C 0.77179 -0.23923 0.37062 -0.293
C -1.31216 -3.21748 1.54207 -0.564
C -0.99827 -3.28373 2.87877 -0.524
C 0.25059 1.80506 -2.77965 -0.768
C 0.77526 0.90883 -1.85710 -0.737
C -1.01615 1.42847 -0.33638 -0.302
C -1.57421 2.33638 -1.26438 0.866
C -0.93608 2.52350 -2.50902 0.183
C 0.17273 0.70504 -0.62014 0.419
N -4.88620 5.42831 0.56358 -0.379
N 2.66989 -1.51420 0.97774 0.462
C -2.46943 2.86739 -4.19651 -0.805
C 3.65996 -3.14715 -0.61651 -1.263
C 4.86250 -0.96250 -0.05355 -1.302
C 3.93983 -2.09282 0.48211 0.262
C -0.70238 -2.20556 0.61593 -0.727
C -0.10037 -2.30691 3.57106 -0.995
C -0.05047 -1.00336 1.39124 0.046
C 0.77242 -1.42906 2.62834 0.366
H -1.99348 -3.92280 1.11139 0.441
H -1.43459 -4.08143 3.45101 0.423
H 0.80210 1.99456 -3.68105 0.462
H 1.64233 0.35076 -2.15961 0.474
H -1.48640 1.36637 0.63841 0.514
H -5.72537 5.91339 0.87027 0.239
H -4.02990 5.96213 0.46107 0.224
H -3.09749 2.26774 -3.52742 0.351
H -3.14529 3.66294 -4.63493 0.233
H -2.03157 2.27778 -4.99042 0.298
H 2.94991 -2.77041 -1.36146 0.211
H 4.58184 -3.47518 -1.13150 0.414
H 3.19433 -3.97868 -0.12567 0.364
H 4.34745 -0.42518 -0.85588 0.249
H 5.81716 -1.30252 -0.45745 0.410
H 5.02915 -0.21435 0.71877 0.363
H 4.45241 -2.62571 1.29484 0.235
H 0.04687 -2.67892 -0.04023 0.271
H -1.48101 -1.79979 -0.04054 0.502
H 0.58222 -2.85506 4.25779 0.426
H -0.70142 -1.64835 4.20949 0.400
H -0.91664 -0.41314 1.75163 0.533
H 1.06498 -0.51699 3.22149 0.308
```

(3)
Molecular formula: C21H23N3O3S2
Method: DFT, ωB97M-V/def2-TZVPD

Properties
Multiplicity   1
SMILES   Cc1ccc(CCNC(=O)c2ccc(NC3=N[C@@H]4CS(=O)(=O)C[C@@H]4S3)cc2)cc1
Relative energy (zero: lowest compared OMol25 entry of this formula, charge and spin)   0.717 eV
DFT total energy   -54434.402 eV

```
52
Properties=species:S:1:pos:R:3:mulliken_charge:R:1
C -2.11687 1.24938 -3.24751 -1.689
C -2.94805 1.37902 -2.00763 0.842
C -2.37810 1.76547 -0.80342 -0.590
C -3.15116 1.87330 0.33812 -0.395
C -4.51213 1.59818 0.30898 0.686
C -5.08601 1.22950 -0.90066 -0.507
C -4.31456 1.12586 -2.04168 -0.546
H -4.77648 0.82845 -2.97232 0.403
H -6.14177 1.00593 -0.94417 0.399
C -5.31121 1.56952 1.58280 -1.243
H -4.81132 2.16921 2.34703 0.322
H -6.31269 1.97242 1.42788 0.389
C -5.42791 0.10941 2.07070 -0.831
N -4.15771 -0.56802 1.94417 -0.183
C -3.91590 -1.34148 0.84639 0.130
O -4.81015 -1.84998 0.19883 -0.655
C -2.48116 -1.49751 0.47983 0.345
C -1.42081 -1.36733 1.37099 -0.602
C -0.11381 -1.43158 0.92886 -0.541
C 0.15460 -1.61722 -0.42410 1.197
C -0.90331 -1.77929 -1.31769 -0.620
C -2.20307 -1.72460 -0.86607 -1.236
H -3.03255 -1.84207 -1.54588 0.466
H -0.69935 -1.94023 -2.36672 0.327
N 1.44963 -1.66388 -0.93301 -0.093
C 2.59966 -1.38501 -0.30063 0.540
N 2.77894 -1.14757 0.92463 -0.437
C 4.10446 -0.80351 1.31540 -0.548
C 4.07623 0.58876 1.92873 -0.946
H 4.92201 0.80078 2.57434 0.349
H 3.13598 0.78051 2.43266 0.470
S 4.25467 1.64492 0.46186 1.082
O 4.75783 2.94350 0.80625 -0.715
O 3.08073 1.57782 -0.35795 -0.517
C 5.57181 0.59388 -0.23086 -0.914
C 5.07160 -0.80439 0.06584 0.035
H 5.89700 -1.50393 0.21124 0.533
S 4.07394 -1.41902 -1.32521 -0.280
H 6.47936 0.84740 0.31019 0.341
H 5.69667 0.78594 -1.29174 0.491
H 4.44940 -1.54134 2.05186 0.439
H 1.52062 -1.80435 -1.93144 0.187
H 0.71000 -1.33138 1.61479 0.576
H -1.60449 -1.24174 2.42841 0.515
H -3.37093 -0.07406 2.33765 0.282
H -6.13261 -0.44466 1.44730 0.432
H -5.76396 0.07777 3.11098 0.365
H -2.68307 2.17282 1.26681 0.388
H -1.31802 1.96951 -0.75196 0.478
H -1.05915 1.20562 -2.99958 0.319
H -2.27998 2.10752 -3.90025 0.410
H -2.39055 0.35322 -3.80104 0.351
```

(4)
Molecular formula: C21H23N3O4
Method: DFT, ωB97M-V/def2-TZVPD

Properties
Multiplicity   1
SMILES   COc1ccc(N2CCN(C(=O)CN3C(=O)COc4ccccc43)CC2)cc1
Relative energy (zero: lowest compared OMol25 entry of this formula, charge and spin)   2.368 eV
DFT total energy   -34810.600 eV

```
51
Properties=species:S:1:pos:R:3:mulliken_charge:R:1
C -3.71688 -5.14615 -5.60248 -0.820
H -3.83639 -6.00353 -6.26327 0.234
O -2.34070 -5.05793 -5.33648 -0.462
C -1.90268 -4.04764 -4.52404 0.772
C -2.70748 -3.09161 -3.92429 -0.675
C -2.15436 -2.11806 -3.10720 -0.660
C -0.78279 -2.05522 -2.86738 0.663
C 0.01847 -3.01565 -3.49913 -0.214
C -0.52699 -3.99112 -4.29992 -0.797
H 0.10127 -4.72477 -4.77977 0.411
H 1.09018 -2.98572 -3.37944 0.440
N -0.18207 -1.05090 -2.10747 0.048
C 0.83009 -1.41223 -1.13774 -0.875
H 1.40560 -2.26878 -1.48162 0.356
C 0.18962 -1.74464 0.21993 -0.946
N -0.57869 -0.60155 0.68225 0.064
C -0.10415 0.10464 1.72736 1.005
O 0.84257 -0.27992 2.39169 -0.707
C -0.76821 1.44076 2.08900 -1.289
N 0.27475 2.45124 2.15066 0.179
C 0.57544 3.06494 0.97937 0.559
O -0.01431 2.82953 -0.05948 -0.630
C 1.65375 4.12989 1.07481 -0.458
H 1.17695 5.06563 1.41554 0.222
O 2.71680 3.78572 1.92957 -0.489
C 2.32846 3.25862 3.13001 0.336
C 3.20647 3.36286 4.19798 -0.707
C 2.86316 2.84722 5.43368 -0.470
C 1.63414 2.23599 5.60231 -0.953
C 0.76137 2.11169 4.53613 -0.396
C 1.09787 2.60626 3.28282 1.168
H -0.17540 1.60401 4.69396 0.266
H 1.35222 1.83810 6.56472 0.396
H 3.55153 2.92870 6.26024 0.379
H 4.15456 3.84848 4.03129 0.435
H 2.08182 4.29688 0.08446 0.329
H -1.25913 1.34870 3.05693 0.346
H -1.48487 1.78480 1.34630 0.541
C -1.61693 -0.25195 -0.26217 -0.744
H -2.20575 0.59748 0.07222 0.207
C -0.96378 0.06141 -1.62118 -1.123
H -1.71522 0.34141 -2.35787 0.564
H -0.29301 0.91606 -1.48151 0.432
H -2.28121 -1.11908 -0.35778 0.578
H 0.95380 -1.96441 0.96587 0.473
H -0.47980 -2.60489 0.11218 0.342
H 1.50620 -0.56005 -1.01233 0.411
H -2.82885 -1.40481 -2.65996 0.233
H -3.77618 -3.08852 -4.07338 0.374
H -4.29549 -5.31342 -4.68735 0.326
H -4.08911 -4.24776 -6.10679 0.328
```

Number 1: HOMO-LUMO gap 0.1945 Ha, HOMO level -0.113 hartree, LUMO level 2.212 eV. Number 2: HOMO-LUMO gap 0.3085 Ha, HOMO level -0.306 hartree, LUMO level 0.058 eV. Number 3: HOMO-LUMO gap 0.3234 Ha, HOMO level -0.311 hartree, LUMO level 0.346 eV. Number 4: HOMO-LUMO gap 0.2953 Ha, HOMO level -0.269 hartree, LUMO level 0.726 eV.